Record 1
The following is a quantum chemistry calculation of a molecular structure, C31H22BEuF9IN8O5STe, from the OMol25 dataset.

Last column: Mulliken charge in e.
Cartesian coordinates (Å):
Eu: 2.1148 -1.1441 -3.1221  1.37
O: -0.2354 1.0328 -5.5312  -0.89
C: 0.2321 1.7262 -4.6303  0.45
O: 0.9775 1.1840 -3.6560  0.62
C: 0.0477 3.1385 -4.4195  -0.61
C: -0.5957 4.0556 -5.2473  -0.53
C: -0.6521 5.3693 -4.8447  -0.56
C: -0.0696 5.7652 -3.6331  -0.50
C: 0.5750 4.8691 -2.8161  -0.85
C: 0.6476 3.5254 -3.2072  0.77
S: 1.5693 2.2355 -2.4916  0.42
H: -1.0323 3.7204 -6.1761  0.48
H: -1.1348 6.1107 -5.4651  0.37
H: -0.1299 6.8058 -3.3479  0.37
H: 1.0348 5.1817 -1.8909  0.47
C: -3.1753 0.5371 11.0138  -0.83
O: -3.8547 -0.0367 9.9263  -0.47
C: -3.2250 -0.0652 8.7099  0.93
C: -1.9286 0.3771 8.4795  -0.46
C: -1.3906 0.3102 7.2070  -0.85
C: -2.1222 -0.1975 6.1350  0.25
C: -3.4282 -0.6365 6.3793  -0.55
C: -3.9682 -0.5764 7.6428  -0.52
C: -1.5869 -0.2287 4.7917  0.23
N: -2.2854 -0.4346 3.6953  -0.81
C: -1.4144 -0.2871 2.6581  0.66
C: -0.1409 0.0087 3.1502  0.17
N: -0.2700 0.0352 4.5090  -0.06
C: 0.9700 0.3037 2.3242  0.23
C: 2.2720 0.5520 2.7799  -0.47
C: 3.2363 0.8997 1.8652  -1.44
C: 2.8705 1.0258 0.5188  -0.35
N: 1.6638 0.7748 0.0764  0.14
C: 0.7215 0.3908 0.9318  0.01
C: -0.5828 0.0572 0.3943  -0.31
N: -0.7332 0.1390 -0.9302  0.28
C: -1.8860 -0.1970 -1.4518  -0.31
C: -2.9708 -0.6686 -0.7037  -1.28
C: -2.8528 -0.7250 0.6654  -0.55
C: -1.6440 -0.3362 1.2495  0.63
H: -3.8685 0.4906 11.8537  0.24
H: -2.9135 1.5839 10.8204  0.34
H: -2.2650 -0.0193 11.2670  0.32
H: -1.3273 0.7849 9.2782  0.37
H: -0.3871 0.6837 7.0611  0.23
H: -3.9996 -1.0163 5.5482  0.48
H: -4.9755 -0.9117 7.8384  0.41
H: 0.4703 0.2042 5.1688  0.21
H: 2.5008 0.4482 3.8340  0.36
H: 4.2563 1.0807 2.1686  0.43
H: 3.5875 1.3286 -0.2310  0.56
H: -1.9662 -0.0813 -2.5244  0.57
H: -3.8788 -0.9744 -1.2011  0.45
H: -3.6591 -1.0614 1.3018  0.52
N: 2.0000 -2.7524 -4.8875  -0.48
C: 2.3850 -3.6706 -5.5105  0.55
N: 2.5084 -4.6675 -6.2558  -0.72
C: 3.4087 -5.5074 -6.6005  0.46
N: 4.0978 -6.3463 -7.0048  -0.65
N: -0.6063 -1.6474 -5.5748  -0.08
C: -0.4330 -2.1503 -4.3567  0.34
O: -0.0911 -1.4511 -3.3976  0.15
C: -0.8077 -3.5928 -4.1011  -1.07
I: -2.5535 -4.1615 -5.1715  0.00
H: -0.3158 -0.6617 -5.7058  0.39
H: -0.6826 -2.2373 -6.3867  0.21
H: -1.0072 -3.7277 -3.0410  0.31
H: -0.0001 -4.2565 -4.4041  0.42
F: 1.8717 -3.7323 0.0599  -0.34
B: 1.2984 -3.1185 -1.0073  0.24
F: -0.0659 -3.2868 -0.9796  -0.48
F: 1.7956 -3.5870 -2.2411  -0.33
F: 1.6074 -1.7206 -1.0155  -0.05
F: 3.4593 2.2191 -4.4414  -0.54
Te: 4.4137 0.6885 -3.5872  0.98
F: 4.0264 -1.7969 -2.8500  -0.69
F: 2.9786 -0.2117 -4.9590  -0.63
F: 5.4331 1.2525 -5.4208  -0.64
F: 5.0782 2.3515 -2.5248  -0.60
O: 3.0033 0.6345 -2.3573  0.12

Output
Energy above the lowest of the compared OMol25 structures with the same formula, charge and spin = 0.0 kJ/mol
Charge = -2
Energy = -4607.21257 hartree
Lowest unoccupied orbital energy (alpha / beta) = 2.7 / 2.7 eV
Multiplicity = 7
E_HOMO (alpha / beta) = -0.1174 / -0.1176 Eh
Largest force on an atom = 6.1 eV/A

***

Record 2
The following is a quantum chemistry calculation of a molecular structure, C31H22BrI2N5O3Ru, from the OMol25 dataset.

Last column: Mulliken charge in e.
Cartesian coordinates (Å):
Ru: 0.4970 -0.5325 -0.2205  0.84
O: -2.1310 1.0135 4.0472  -0.52
C: -1.7311 2.3058 3.8744  1.18
C: -1.8926 3.2692 4.8624  -0.82
C: -1.4434 4.5584 4.6428  -0.54
C: -0.8204 4.9013 3.4465  -1.13
C: -0.6646 3.9416 2.4668  -0.48
C: -1.1322 2.6391 2.6567  0.08
C: -0.9521 1.5820 1.6302  0.17
O: 0.5433 1.0917 1.6358  -0.45
N: -1.1756 2.0178 0.3184  -0.24
N: -0.6730 1.2583 -0.7216  -0.35
C: -0.6749 1.8094 -1.8829  -0.12
C: -0.0070 1.2201 -3.0115  0.36
Br: 1.3087 -0.0924 -2.5159  -0.05
C: -0.1008 1.5954 -4.2957  -0.80
C: -1.0789 2.5169 -4.8575  0.68
C: -0.7018 3.2693 -5.9753  -0.52
C: -1.5775 4.1877 -6.5248  -0.59
C: -2.8479 4.3424 -5.9848  -0.43
C: -3.2495 3.5678 -4.9039  -0.62
C: -2.3727 2.6565 -4.3417  -0.45
H: -2.6709 0.9332 4.8433  0.33
H: -2.3709 3.0069 5.7982  0.38
H: -1.5741 5.3032 5.4157  0.43
H: -0.4651 5.9086 3.2847  0.45
H: -0.1575 4.2123 1.5468  0.34
H: -1.5094 0.6775 1.8686  0.58
H: -1.1790 3.0174 0.1659  0.47
H: -1.1232 2.7897 -2.0358  0.62
H: 0.6261 1.1930 -4.9942  0.39
H: 0.2855 3.1408 -6.4010  0.38
H: -1.2756 4.7738 -7.3815  0.41
H: -3.5376 5.0497 -6.4251  0.41
H: -4.2553 3.6583 -4.5173  0.40
H: -2.7208 2.0018 -3.5524  0.62
I: 4.3208 -2.5236 2.7065  0.10
C: 3.1672 -3.3588 1.1974  -0.38
C: 3.4227 -4.6761 0.7522  -0.37
C: 2.6664 -5.2671 -0.2259  -0.37
I: 3.1284 -7.2015 -0.8291  0.16
C: 1.5767 -4.5576 -0.8119  0.77
C: 0.6987 -5.0412 -1.8046  -0.51
C: -0.3249 -4.2499 -2.2523  -0.98
C: -0.4855 -2.9570 -1.7359  -0.32
N: 0.3155 -2.4642 -0.8094  -0.09
C: 1.3471 -3.2526 -0.3531  0.01
C: 2.1497 -2.6380 0.6340  0.64
O: 1.8090 -1.3874 0.9379  -0.52
H: 4.2395 -5.2231 1.2027  0.37
H: 0.8396 -6.0376 -2.2015  0.25
H: -1.0140 -4.6015 -3.0059  0.41
H: -1.2927 -2.3164 -2.0671  0.58
N: 2.9132 -1.0229 7.4747  -0.34
C: 2.4922 -0.6579 6.4718  -0.46
C: 1.9628 -0.2008 5.2200  0.71
C: 2.3942 1.0118 4.6817  -0.89
C: 1.8727 1.4238 3.4806  -0.37
N: 0.9649 0.6540 2.8583  0.72
C: 0.5362 -0.5222 3.3374  0.44
C: 1.0238 -0.9726 4.5405  -0.98
H: 3.1313 1.6213 5.1831  0.58
H: 2.1413 2.3359 2.9704  0.58
H: -0.1764 -1.0687 2.7402  0.28
H: 0.6875 -1.9214 4.9312  0.60

Output
Energy above the lowest of the compared OMol25 structures with the same formula, charge and spin = 197.1 kJ/mol
Charge = +2
Energy = -4957.64834 hartree
Lowest unoccupied orbital energy (alpha / beta) = -6.8 / -6.8 eV
E_HOMO (alpha / beta) = -0.4591 / -0.4589 Eh
Largest force on an atom = 0.8 eV/A

***

Record 3
The following is a quantum chemistry calculation of a molecular structure, C31H22F5GeRhS, from the OMol25 dataset.

Last column: Mulliken charge in e.
Cartesian coordinates (Å):
Rh: -0.4074 -1.1169 -0.4048  1.01
F: 0.3034 1.2292 -6.6972  -0.27
C: -0.2579 0.9193 -5.5369  0.68
C: 0.5388 0.6347 -4.4270  -0.14
F: 1.8664 0.6865 -4.5074  -0.30
C: -0.0597 0.2942 -3.2249  -0.20
F: 0.7402 -0.0103 -2.1616  -0.19
C: -1.4470 0.2340 -3.0590  0.77
S: -2.2233 -0.2028 -1.5699  -0.39
C: -2.2273 0.5492 -4.1816  0.11
F: -3.5528 0.5328 -4.0772  -0.32
C: -1.6484 0.8747 -5.4031  0.24
F: -2.4201 1.1483 -6.4471  -0.27
C: -3.0623 -0.1385 4.5182  -0.54
C: -2.0450 0.7584 4.7991  -0.70
C: -1.0834 1.0429 3.8412  -0.22
C: -1.1263 0.3827 2.6256  0.14
C: -2.1535 -0.5006 2.3343  -0.25
C: -3.1174 -0.7756 3.2888  -0.91
Ge: 0.3640 0.5076 1.2424  0.65
C: 0.2925 2.5285 1.1847  0.27
C: 1.4061 3.3068 1.4392  -0.26
C: 1.3929 4.6383 1.0551  -0.57
C: 0.2633 5.1845 0.4693  -0.50
C: -0.8611 4.4034 0.2581  -0.71
C: -0.8577 3.0723 0.6361  -0.45
C: 2.1458 0.1212 2.0784  0.17
C: 2.2244 -0.4231 3.3535  -0.27
C: 3.4499 -0.8406 3.8451  -0.64
C: 4.5906 -0.7235 3.0690  -0.47
C: 4.5149 -0.1705 1.7995  -0.74
C: 3.2927 0.2429 1.3033  -0.26
H: -3.8265 -0.3305 5.2563  0.40
H: -1.9978 1.2472 5.7610  0.42
H: -0.3013 1.7597 4.0507  0.46
H: -2.1897 -0.9937 1.3538  0.33
H: -3.9082 -1.4779 3.0723  0.43
H: 2.2830 2.8857 1.9089  0.40
H: 2.2729 5.2420 1.2133  0.41
H: 0.2519 6.2299 0.1983  0.40
H: -1.7430 4.8243 -0.1989  0.43
H: -1.7356 2.4579 0.4822  0.36
H: 1.3319 -0.5222 3.9574  0.40
H: 3.5072 -1.2693 4.8341  0.42
H: 5.5410 -1.0602 3.4526  0.41
H: 5.4013 -0.0787 1.1911  0.41
H: 3.2231 0.6645 0.3067  0.49
C: 0.2087 -3.2068 0.1954  -0.86
C: -0.2276 -3.2590 -1.1484  0.68
C: -1.5812 -3.6302 -1.4660  -0.48
C: -1.9854 -3.7679 -2.7670  -0.70
C: -1.0907 -3.5441 -3.8187  -0.41
C: 0.2376 -3.2127 -3.5447  -0.60
C: 0.6789 -3.0784 -2.2497  -0.20
H: 1.2735 -3.1576 0.4068  0.29
H: -0.4249 -3.6182 0.9711  0.33
H: -2.2632 -3.8172 -0.6471  0.43
H: -3.0023 -4.0598 -2.9800  0.43
H: -1.4233 -3.6525 -4.8384  0.47
H: 0.9330 -3.0861 -4.3619  0.51
H: 1.7213 -2.8782 -2.0344  0.43

Output
Energy above the lowest of the compared OMol25 structures with the same formula, charge and spin = 279.6 kJ/mol
Charge = +1
Energy = -4279.08011 hartree
Lowest unoccupied orbital energy (alpha / beta) = -6.8 / -6.2 eV
Multiplicity = 2
E_HOMO (alpha / beta) = -0.3932 / -0.4117 Eh
Largest force on an atom = 4.1 eV/A